2 unconnected molecules or ions with the total composition C4H7NO. Source: OMol25; level of theory: the ωB97M-V functional and the def2-TZVPD basis.

Properties
- HOMO level: -8.59 eV
- Net charge: 0
- LUMO energy: 1.06 eV
- Frontier orbital gap: 9.6 eV

Each line ends with the natural charge from an NBO analysis.
Geometry (Å):
C -0.9077 -0.4449 0.9230  -0.023
C -1.6779 0.3234 0.2558  -0.155
N -1.4835 -1.0722 -0.3049  -0.639
H -0.3199 -0.7437 1.7721  0.240
H -2.2958 1.1909 0.1121  0.241
H -2.2779 -1.6441 0.0072  0.317
C 1.5658 -0.4838 -0.2316  -0.548
C 1.5417 0.8472 -0.3049  0.159
O 0.6420 1.5820 -1.0032  -0.683
H 2.2617 -0.9848 0.4324  0.209
H 0.8792 -1.0980 -0.8111  0.225
H 2.2353 1.4810 0.2419  0.174
H -0.1630 1.0470 -1.0887  0.484



C3H2O3 in the gas phase. Source: OMol25; level of theory: the ωB97M-V functional and the def2-TZVPD basis.

Properties
- HOMO level: -10.28 eV
- Net charge: 0
- LUMO energy: -2.14 eV
- Frontier orbital gap: 8.1 eV

Each line ends with the natural charge from an NBO analysis.
Geometry (Å):
O -2.1222 -0.1332 0.9925  -0.407
C -0.9063 0.1505 0.8642  0.272
C -0.3738 -0.2021 -0.3884  0.355
O -0.9983 -0.8418 -1.1693  -0.366
C 1.1905 0.1877 -0.6511  0.288
O 1.4980 0.1210 -1.8993  -0.449
H -0.1994 0.3555 1.9126  0.149
H 1.9114 0.3624 0.3388  0.158



A molecular structure, C2H2FI3O. Source: OMol25; level of theory: the ωB97M-V functional and the def2-TZVPD basis.

Properties
- HOMO level (spin up / spin down): -8.08 / -8.08 eV
- Net charge: 0
- LUMO energy (spin up / spin down): -0.72 / -0.54 eV
- Frontier orbital gap (spin up / spin down): 7.4 / 7.5 eV

Each line ends with the natural charge from an NBO analysis.
Geometry (Å):
C 0.3683 -1.1522 1.5720  -0.714
C -1.3538 0.3619 0.4162  0.528
O -0.6511 0.9741 -0.5305  -0.708
F -2.1804 -0.5758 -0.0840  -0.356
I 0.1392 -0.4847 3.5366  0.209
I -0.1904 -3.1068 1.1020  0.205
I -2.2795 1.6024 1.8441  0.147
H 1.2858 -0.8204 1.1156  0.186
H -0.8553 0.6525 -1.4233  0.503



6 unconnected molecules or ions with the total composition C22H51N7O7P. Source: OMol25; level of theory: the ωB97M-V functional and the def2-TZVPD basis.

Properties
- HOMO level: -10.50 eV
- Net charge: +1
- LUMO energy: -3.79 eV
- Frontier orbital gap: 6.7 eV

Each line ends with the Mulliken charge.
Geometry (Å):
C 0.2472 1.3657 -1.6624  -1.048
C 0.7344 0.9453 -3.0727  -0.598
P 0.3791 -0.8548 -3.2853  0.421
C 0.1937 -1.1585 -5.1006  -1.267
C 1.8984 -1.7915 -2.7835  0.252
C 3.2797 -1.3062 -3.3514  -0.830
N 4.3215 -1.5497 -2.2335  0.018
C 3.5782 -2.4766 -1.3489  -0.099
O 4.2812 -2.8103 -0.1962  -0.362
N 3.3901 -3.3799 0.8202  0.386
O 3.0529 -4.4474 0.5527  -0.276
C 2.2158 -1.8062 -1.2956  -1.167
H 0.8756 2.1443 -1.2447  0.322
H -0.7833 1.6879 -1.7249  0.265
H 0.2730 0.5094 -0.9933  0.204
H 0.1570 1.4979 -3.8013  0.685
H 1.7953 1.1769 -3.1480  0.295
H 0.7840 -2.0062 -5.4388  0.361
H -0.8507 -1.4102 -5.2312  0.420
H 0.4495 -0.2815 -5.6839  0.292
H 1.7161 -2.7796 -3.1974  0.307
H 3.1459 -0.2563 -3.5728  0.321
H 3.6477 -1.8532 -4.2049  0.179
H 4.4772 -0.6220 -1.8390  0.420
H 5.1622 -2.0216 -2.5594  0.423
H 3.4113 -3.3576 -1.9726  0.298
H 2.3915 -0.7679 -0.9884  0.302
H 1.4793 -2.1750 -0.5944  0.437
C 3.0152 0.6415 4.3928  0.084
O 3.0013 1.2801 3.3566  -0.588
N 2.7736 -0.6807 4.4695  0.216
C 2.8017 -1.4123 5.7239  -0.988
C 2.4776 -1.3822 3.2372  -0.992
H 3.2330 1.1025 5.3705  0.285
H 3.5585 -2.1968 5.6807  0.331
H 1.8273 -1.8674 5.9095  0.364
H 3.0385 -0.7428 6.5472  0.272
H 3.3132 -1.2759 2.5454  0.301
H 1.5893 -0.9489 2.7717  0.314
H 2.3050 -2.4360 3.4401  0.405
C 3.5817 -0.4577 -7.0157  0.126
O 3.2657 0.3398 -6.1467  -0.637
N 4.8406 -0.6879 -7.4204  0.123
C 5.1516 -1.6471 -8.4673  -0.923
C 5.9221 0.0551 -6.7942  -0.846
H 2.8354 -1.0623 -7.5576  0.312
H 5.8123 -2.4245 -8.0799  0.345
H 5.6464 -1.1449 -9.2992  0.345
H 4.2383 -2.1112 -8.8318  0.292
H 5.9413 -0.1415 -5.7206  0.182
H 5.7746 1.1249 -6.9385  0.308
H 6.8705 -0.2421 -7.2325  0.394
C -3.0817 -0.2037 -1.4265  0.272
O -2.9147 -0.0284 -2.6211  -0.658
N -4.1546 0.2025 -0.7335  0.184
C -4.2857 -0.0405 0.6890  -0.872
C -5.2256 0.9079 -1.4271  -0.999
H -2.3354 -0.7298 -0.8023  0.130
H -5.1758 -0.6402 0.8858  0.325
H -4.3745 0.9066 1.2243  0.320
H -3.4123 -0.5743 1.0596  0.293
H -5.6276 0.2754 -2.2191  0.278
H -4.8317 1.8173 -1.8840  0.252
H -6.0219 1.1692 -0.7260  0.507
C 1.3735 -1.5911 9.3824  0.068
O 1.6903 -2.7598 9.2808  -0.599
N 0.1115 -1.1256 9.3132  0.116
C -0.1981 0.2854 9.4379  -0.935
C -0.9687 -2.0766 9.1097  -0.929
H 2.1201 -0.7925 9.5412  0.342
H -0.8580 0.4517 10.2911  0.345
H -0.6937 0.6434 8.5330  0.333
H 0.7160 0.8561 9.5864  0.310
H -0.9844 -2.8043 9.9210  0.298
H -0.8213 -2.6165 8.1737  0.265
H -1.9179 -1.5483 9.0783  0.389
C -7.1815 3.7330 -0.3593  0.250
O -7.4655 2.5511 -0.2640  -0.663
N -7.9532 4.7400 0.0740  0.102
C -7.5613 6.1293 -0.0696  -0.904
C -9.2237 4.4208 0.7064  -0.936
H -6.2408 4.0762 -0.8248  0.196
H -7.4927 6.6025 0.9114  0.338
H -8.2970 6.6658 -0.6709  0.334
H -6.5925 6.1952 -0.5597  0.304
H -9.0570 3.8011 1.5875  0.293
H -9.8559 3.8647 0.0145  0.294
H -9.7255 5.3391 0.9984  0.375



| no. | strongest force on any atom (eV Å⁻¹) |
| --- | --- |
| 1 | 0.7 |
| 2 | 7.8 |
| 3 | 2.1 |
| 4 | 1.6 |